Entry 1:
The following is a quantum chemistry calculation of a structure of composition C16H31IrNP2S in a non-equilibrium geometry, from the Open Molecules 2025 dataset.

Output
Highest occupied orbital energy (alpha / beta)   -10.53 / -14.34 eV
Charge   +2
2S+1   6
E_LUMO (alpha / beta)   -6.11 / -10.19 eV
<S²>   8.78

Positions of all 52 atoms, in Å:
P1 2.422 3.532 -0.355
P2 1.011 0.463 -0.613
C1 3.227 1.835 -0.215
C2 2.520 1.184 -1.382
H1 2.892 1.486 0.764
H2 4.306 1.910 -0.297
H3 2.019 1.982 -2.056
H4 3.008 0.488 -2.043
C3 1.537 -0.558 0.850
H5 1.037 -1.535 0.768
H6 1.305 -0.164 1.853
H7 2.634 -0.701 0.726
C4 0.598 -0.939 -1.721
H8 1.507 -1.121 -2.298
H9 -0.259 -0.853 -2.396
H10 0.408 -1.813 -1.099
C5 2.863 4.509 1.082
H11 2.000 5.071 1.437
H12 3.664 5.201 0.819
H13 3.208 3.826 1.860
C6 3.604 4.121 -1.693
H14 4.220 3.259 -1.978
H15 4.262 4.876 -1.260
H16 3.151 4.532 -2.606
Ir1 0.515 2.556 -0.628
C7 -4.377 -3.621 0.764
C8 -3.932 -3.469 2.026
C9 -2.579 -3.943 2.548
C10 -1.347 -2.974 2.394
C11 -1.464 -1.870 1.387
C12 -1.838 -2.146 0.137
C13 -2.046 -3.541 -0.418
C14 -3.508 -4.073 -0.360
C15 0.474 4.511 -1.590
H17 -5.429 -3.425 0.519
H18 -4.559 -2.967 2.766
H19 -2.328 -4.945 2.144
H20 -2.717 -4.103 3.639
H21 -1.134 -2.562 3.388
H22 -0.526 -3.658 2.116
H23 -1.195 -0.869 1.699
H24 -1.920 -1.360 -0.590
H25 -1.408 -4.313 0.074
H26 -1.857 -3.538 -1.508
H27 -4.056 -3.857 -1.282
H28 -3.446 -5.159 -0.342
H29 -0.397 4.349 -2.230
H30 1.283 4.897 -2.256
H31 0.245 5.336 -0.875
S1 -3.831 0.704 -0.657
C16 -2.393 1.410 -0.545
N1 -1.374 2.038 -0.466


Entry 2:
The following is a quantum chemistry calculation of the molecule C16H31N3O2, from the Open Molecules 2025 dataset.

Output
Highest occupied orbital energy   -8.51 eV
Charge   0
SMILES   CCOC(=O)NC[C@@H](C#CCN(CC)CC)N(CC)CC
E_LUMO   0.79 eV

Positions of all 52 atoms, in Å:
C1 -5.609 -2.954 -0.161
H1 -5.886 -2.323 0.679
C2 -4.619 -2.217 -1.052
H2 -5.052 -1.271 -1.391
H3 -4.334 -2.826 -1.913
O1 -3.394 -1.948 -0.373
C3 -3.396 -0.863 0.441
O2 -4.333 -0.118 0.589
N1 -2.200 -0.744 1.049
H4 -1.485 -1.427 0.848
C4 -1.867 0.338 1.941
H5 -2.682 1.062 1.891
H6 -1.794 -0.051 2.964
C5 -0.535 1.042 1.594
C6 0.482 0.058 1.231
C7 1.315 -0.700 0.814
C8 2.325 -1.616 0.319
N2 3.657 -1.026 0.298
C9 4.641 -1.941 -0.250
C10 5.003 -3.042 0.743
H7 5.236 -2.601 1.709
H8 5.873 -3.588 0.386
H9 4.189 -3.751 0.871
H10 4.301 -2.402 -1.196
H11 5.541 -1.362 -0.467
C11 3.706 0.310 -0.266
C12 3.271 0.445 -1.730
H12 3.866 -0.199 -2.373
H13 3.406 1.474 -2.056
H14 2.221 0.186 -1.845
H15 4.734 0.666 -0.159
H16 3.067 0.944 0.356
H17 2.012 -1.967 -0.685
H18 2.356 -2.486 0.983
N3 -0.702 2.078 0.586
C13 0.363 3.063 0.593
C14 -0.084 4.381 -0.031
H19 -0.995 4.726 0.452
H20 -0.272 4.271 -1.095
H21 0.692 5.131 0.104
H22 1.264 2.697 0.067
H23 0.643 3.252 1.633
C15 -1.043 1.599 -0.748
C16 -2.414 2.104 -1.194
H24 -2.624 1.756 -2.203
H25 -3.191 1.735 -0.531
H26 -2.444 3.190 -1.185
H27 -1.043 0.505 -0.765
H28 -0.282 1.928 -1.467
H29 -0.211 1.550 2.512
H30 -6.502 -3.196 -0.730
H31 -5.166 -3.873 0.216


Entry 3:
The following is a quantum chemistry calculation of a structure of composition C16H32AgBN8, from the Open Molecules 2025 dataset.

Output
Highest occupied orbital energy   -7.37 eV
Charge   0
E_LUMO   0.59 eV

Positions of all 58 atoms, in Å:
Ag1 -0.482 -0.482 0.000
C1 2.541 0.061 2.296
C2 2.792 0.418 0.820
N1 2.069 -0.306 -0.209
C3 2.526 0.102 -1.528
C4 1.543 -0.284 -2.644
N2 0.156 -0.023 -2.296
C5 -0.475 1.189 -2.792
C6 0.061 2.540 -2.296
C7 0.419 2.790 -0.820
N3 -0.307 2.068 0.209
C8 0.103 2.525 1.528
C9 -0.284 1.542 2.644
N4 -0.022 0.155 2.296
C10 1.190 -0.476 2.792
H1 2.783 0.965 2.862
H2 3.266 -0.700 2.594
H3 3.885 0.327 0.664
H4 2.548 1.472 0.674
H5 2.196 -1.308 -0.102
H6 3.512 -0.329 -1.777
H7 2.647 1.185 -1.520
H8 1.648 -1.356 -2.828
H9 1.836 0.245 -3.563
H10 -0.415 -0.796 -2.623
H11 -1.531 1.099 -2.525
H12 -0.414 1.237 -3.896
H13 -0.701 3.264 -2.594
H14 0.964 2.782 -2.862
H15 0.330 3.884 -0.664
H16 1.473 2.545 -0.674
H17 -1.308 2.197 0.103
H18 -0.327 3.511 1.777
H19 1.186 2.645 1.519
H20 -1.355 1.647 2.828
H21 0.246 1.836 3.563
H22 -0.794 -0.416 2.623
H23 1.101 -1.532 2.525
H24 1.239 -0.415 3.896
B1 -3.200 -3.200 0.000
N5 -3.588 -1.694 -0.011
C11 -4.882 -1.359 0.033
C12 -4.991 0.018 0.008
C13 -3.672 0.448 -0.056
N6 -2.841 -0.595 -0.071
N7 -1.694 -3.588 0.011
C14 -1.359 -4.882 -0.034
C15 0.018 -4.990 -0.009
C16 0.448 -3.672 0.057
N8 -0.595 -2.841 0.073
H25 -3.678 -3.662 0.995
H26 -3.662 -3.678 -0.996
H27 -5.648 -2.107 0.080
H28 -5.883 0.610 0.036
H29 -3.300 1.457 -0.092
H30 -2.107 -5.648 -0.082
H31 0.610 -5.883 -0.037
H32 1.457 -3.300 0.095


Entry 4:
The following is a quantum chemistry calculation of a structure of composition C16H32AlB2O8 in a non-equilibrium geometry, from the Open Molecules 2025 dataset.

Output
Highest occupied orbital energy   -12.57 eV
Charge   +1
E_LUMO   -7.57 eV

Positions of all 59 atoms, in Å:
Al1 -21.814 -31.038 -9.842
B1 -22.949 -33.551 -8.864
H1 -23.688 -34.447 -9.030
H2 -23.510 -32.516 -9.110
H3 -22.495 -33.645 -7.801
H4 -22.114 -33.591 -9.729
B2 -21.970 -28.393 -9.171
H5 -22.860 -28.736 -9.871
H6 -20.966 -28.564 -9.766
H7 -22.153 -27.302 -8.789
H8 -21.968 -29.080 -8.202
O1 -24.595 -30.766 -10.567
C1 -25.520 -30.049 -10.869
O2 -25.449 -29.214 -11.894
C2 -26.684 -28.577 -12.198
C3 -27.700 -29.384 -11.386
C4 -26.879 -29.966 -10.217
H9 -26.805 -28.649 -13.278
H10 -26.677 -27.513 -11.961
H11 -28.166 -30.233 -11.887
H12 -28.541 -28.803 -11.008
H13 -27.345 -30.860 -9.813
H14 -26.812 -29.287 -9.365
O3 -23.844 -30.615 -7.795
C5 -24.233 -29.693 -7.126
O4 -25.241 -28.921 -7.563
C6 -25.611 -27.897 -6.623
C7 -24.423 -27.849 -5.649
C8 -23.821 -29.223 -5.750
H15 -26.600 -28.068 -6.199
H16 -25.658 -26.965 -7.186
H17 -24.702 -27.551 -4.642
H18 -23.688 -27.135 -6.024
H19 -24.174 -29.877 -4.950
H20 -22.737 -29.343 -5.724
O5 -19.618 -30.010 -11.365
C9 -18.847 -29.888 -12.295
O6 -19.089 -30.490 -13.450
C10 -17.933 -30.285 -14.293
C11 -17.417 -28.950 -13.898
C12 -17.578 -29.031 -12.373
H21 -18.213 -30.371 -15.340
H22 -17.261 -31.115 -14.067
H23 -17.985 -28.076 -14.218
H24 -16.389 -28.784 -14.219
H25 -17.656 -28.077 -11.854
H26 -16.701 -29.460 -11.883
O7 -23.103 -32.417 -12.088
C13 -23.664 -33.423 -12.456
O8 -23.226 -34.070 -13.541
C14 -24.204 -35.050 -13.940
C15 -25.071 -35.344 -12.718
C16 -24.910 -34.057 -11.896
H27 -23.714 -35.922 -14.371
H28 -24.744 -34.658 -14.805
H29 -24.741 -36.193 -12.121
H30 -26.120 -35.505 -12.955
H31 -24.828 -34.168 -10.820
H32 -25.738 -33.392 -12.152